Density functional theory data (wB97M-V/def2-TZVPD) for C15H32BClMgNO7PS as an isolated structure in a non-equilibrium geometry.

LUMO level = -10.169 eV
Molecular weight = 472.03 g mol⁻¹
HOMO energy = -14.9 eV
Gap between HOMO and LUMO = 4.7 eV

The geometry in ORCA input format:
```
! wB97M-V def2-TZVPD RIJCOSX def2/J DEFGRID3
* xyz 2 1
C 3.593 0.545 2.732
C 4.013 -0.316 1.547
C 4.576 0.483 0.364
C 3.608 0.649 -0.824
C 2.843 1.965 -0.753
C 1.909 2.206 -1.932
C 0.821 1.141 -2.113
C -0.204 1.199 -0.975
C -1.166 -0.011 -0.814
C -0.423 -1.358 -1.018
N -0.466 -1.559 -2.548
C -0.962 -2.571 -0.154
B -2.358 -3.209 -0.592
O -2.244 -3.635 -1.971
O -3.426 -3.524 0.112
P 0.318 -4.032 -0.437
O -0.673 -5.329 -0.593
Cl 1.147 -4.210 1.329
O -0.964 -2.274 1.244
S -0.811 -0.766 1.781
O 0.538 -0.342 1.631
O -1.424 -0.750 3.054
C -1.847 0.096 0.565
O -1.994 1.392 0.935
C -3.048 1.684 1.889
C -4.269 2.216 1.184
C -4.071 3.618 0.591
H 3.042 1.431 2.430
H 4.469 0.875 3.281
H 2.989 -0.023 3.432
H 4.804 -0.969 1.908
H 3.198 -0.973 1.246
H 4.842 1.474 0.724
H 5.495 0.018 0.025
H 2.934 -0.209 -0.799
H 4.208 0.639 -1.731
H 3.580 2.763 -0.755
H 2.332 2.022 0.207
H 1.469 3.198 -1.918
H 2.532 2.153 -2.826
H 1.360 0.197 -2.166
H 0.311 1.381 -3.048
H -0.840 2.053 -1.172
H 0.298 1.377 -0.036
H -1.970 0.100 -1.547
H 0.612 -1.216 -0.725
H -1.341 -1.060 -2.732
H 0.262 -0.948 -2.925
H -1.443 -4.167 -1.806
H -3.808 -2.849 0.688
H -1.064 -5.681 0.228
H -2.795 -0.454 0.578
H -3.295 0.795 2.462
H -2.649 2.409 2.587
H -5.069 2.239 1.915
H -4.549 1.535 0.381
H -4.954 4.224 0.754
H -3.890 3.587 -0.476
H -3.246 4.138 1.070
Mg -0.843 -3.367 -3.489
*
```